Arrangement i

27
Properties=species:S:1:pos:R:3:nbo_charge:R:1 method="wB97M-V/def2-TZVPD" smiles=Cc1c[nH]c2ccccc12.CC homo_lumo_gap_ev=8.54
N 0.55 -2.05 0.85 -0.539
C -2.23 0.03 2.11 -0.234
C -1.52 1.21 2.22 -0.225
C 0.38 0.27 1.10 -0.083
C -0.11 0.50 -3.17 -0.633
C -0.25 1.43 1.62 -0.196
C 1.71 -1.45 0.62 0.027
C -1.52 -0.04 -3.02 -0.649
C -1.74 -1.13 1.52 -0.234
C 1.63 -0.09 0.59 -0.155
C -0.37 -0.97 1.13 0.147
C 2.91 0.64 0.77 -0.614
H 0.08 1.65 -3.48 0.206
H 2.99 1.16 1.75 0.211
H 3.08 1.44 0.05 0.206
H 0.50 0.07 -3.99 0.208
H -2.14 0.54 -3.76 0.214
H 0.57 0.36 -2.33 0.215
H -3.16 -0.07 2.64 0.207
H -1.75 -1.20 -2.96 0.222
H -0.02 2.43 1.48 0.216
H -2.39 -2.00 1.49 0.224
H -2.16 0.37 -2.14 0.217
H 3.80 -0.01 0.62 0.211
H -1.93 1.97 2.88 0.208
H 0.41 -3.03 0.93 0.418
H 2.68 -2.03 0.50 0.205

Arrangement ii

27
Properties=species:S:1:pos:R:3:nbo_charge:R:1 method="wB97M-V/def2-TZVPD" smiles=Cc1c[nH]c2ccccc12.CC homo_lumo_gap_ev=8.70
N 1.54 -1.07 1.18 -0.548
C -0.59 -1.64 -3.28 -0.603
C 1.86 2.53 0.35 -0.627
C 1.47 1.13 0.73 -0.081
C -2.17 0.61 1.70 -0.243
C 2.26 0.02 0.77 -0.035
C 0.24 -0.69 1.41 0.207
C -2.06 -0.76 1.96 -0.214
C -0.52 -0.52 -2.23 -0.607
C 0.16 0.70 1.14 -0.124
C -0.86 -1.43 1.82 -0.266
C -1.07 1.34 1.30 -0.180
H -3.12 1.11 1.81 0.211
H 2.67 2.51 -0.38 0.217
H 2.21 3.10 1.21 0.216
H -1.32 0.20 -2.36 0.202
H 0.12 -2.43 -3.04 0.197
H 0.44 0.00 -2.30 0.202
H 1.90 -2.01 1.23 0.411
H -0.61 -0.95 -1.24 0.207
H 1.00 3.04 -0.09 0.216
H -2.94 -1.32 2.27 0.211
H -1.59 -2.08 -3.30 0.200
H -0.39 -1.29 -4.29 0.199
H -0.78 -2.50 2.00 0.212
H -1.17 2.41 1.10 0.210
H 3.31 -0.02 0.52 0.210

Stability ranking, top entry: arrangement ii; the second entry is 53.6 kcal/mol less favorable.

Arrangement i

27
Properties=species:S:1:pos:R:3:nbo_charge:R:1 method="wB97M-V/def2-TZVPD" smiles=Cc1c[nH]c2ccccc12.CC homo_lumo_gap_ev=8.74
N 0.23 -2.10 -0.48 -0.527
C 0.81 0.47 2.63 -0.243
C 1.90 -0.97 1.01 -0.244
C -3.12 -1.28 0.93 -0.630
C -0.44 0.08 2.21 -0.184
C 1.97 -0.08 2.05 -0.212
C -1.68 -1.46 0.51 -0.082
C -1.15 -2.18 -0.51 -0.031
C 0.56 2.90 -2.42 -0.603
C -0.56 -0.90 1.22 -0.109
C 0.62 -1.35 0.60 0.146
C 1.25 1.54 -2.46 -0.609
H -3.66 -2.22 0.92 0.219
H -1.27 0.69 2.54 0.211
H 2.92 0.32 2.39 0.210
H 0.83 -2.50 -1.18 0.410
H 0.28 3.16 -1.40 0.204
H 1.19 3.67 -2.86 0.199
H -0.36 2.93 -3.01 0.198
H 0.97 1.25 3.37 0.210
H -3.09 -1.00 2.00 0.218
H 2.74 -1.41 0.48 0.212
H 1.61 1.35 -3.48 0.195
H -1.60 -2.74 -1.31 0.208
H -3.65 -0.53 0.36 0.218
H 2.17 1.60 -1.86 0.207
H 0.54 0.75 -2.24 0.208

Arrangement ii

27
Properties=species:S:1:pos:R:3:nbo_charge:R:1 method="wB97M-V/def2-TZVPD" smiles=Cc1c[nH]c2ccccc12.CC homo_lumo_gap_ev=8.78
N 1.02 0.44 1.77 -0.545
C -0.13 -0.05 -2.11 -0.248
C 1.20 -0.03 -1.75 -0.176
C -4.66 -1.34 0.94 -0.611
C 0.47 0.27 0.53 0.210
C -1.16 0.10 -1.16 -0.211
C -4.62 -0.21 -0.07 -0.610
C 2.75 0.28 0.35 -0.085
C 2.40 0.43 1.65 -0.032
C 4.13 0.15 -0.20 -0.626
C 1.53 0.17 -0.39 -0.127
C -0.88 0.28 0.18 -0.267
H 0.53 0.60 2.62 0.408
H -0.45 -0.26 -3.12 0.211
H 4.89 0.48 0.51 0.217
H -5.34 -2.13 0.63 0.205
H -4.50 -0.59 -1.09 0.205
H 4.25 0.71 -1.13 0.215
H -2.19 0.11 -1.48 0.212
H -4.99 -1.03 1.94 0.202
H 4.39 -0.89 -0.45 0.214
H -3.90 0.57 0.15 0.201
H -5.58 0.32 -0.11 0.203
H 2.00 -0.17 -2.46 0.210
H -3.69 -1.82 1.08 0.205
H -1.65 0.41 0.93 0.210
H 3.00 0.61 2.52 0.208

Arrangement iii

27
Properties=species:S:1:pos:R:3:nbo_charge:R:1 method="wB97M-V/def2-TZVPD" smiles=Cc1c[nH]c2ccccc12.CC homo_lumo_gap_ev=8.57
N 0.84 -1.36 -0.21 -0.521
C 1.96 -0.93 -2.40 -0.255
C -4.03 -0.82 0.87 -0.613
C 2.23 1.68 -1.52 -0.185
C 1.35 -0.54 -1.20 0.128
C 0.89 1.75 1.72 -0.636
C 0.69 -0.63 0.92 -0.030
C 1.10 0.69 0.68 -0.093
C 2.67 1.33 -2.75 -0.242
C 1.58 0.74 -0.67 -0.090
C 2.59 -0.01 -3.20 -0.213
C -3.45 -1.15 2.28 -0.612
H -4.13 0.27 0.86 0.210
H -2.36 -1.23 2.26 0.202
H 1.17 1.44 2.72 0.222
H 0.41 -1.09 1.85 0.210
H 0.96 -2.33 -0.46 0.417
H -3.99 -1.99 2.71 0.205
H 3.20 1.96 -3.43 0.211
H -4.98 -1.33 0.76 0.202
H -3.40 -1.24 0.10 0.207
H 2.00 -1.90 -2.93 0.218
H 1.16 2.76 1.43 0.224
H -0.21 1.84 1.90 0.215
H 3.00 -0.29 -4.17 0.210
H -3.57 -0.31 2.98 0.199
H 2.32 2.69 -1.12 0.208

Stability ranking, top entry: arrangement ii; the second entry is 5.0 kcal/mol less favorable.

Arrangement i

27
Properties=species:S:1:pos:R:3:nbo_charge:R:1 method="wB97M-V/def2-TZVPD" smiles=Cc1c[nH]c2ccccc12.CC homo_lumo_gap_ev=8.36
N 0.84 1.78 -0.35 -0.531
C -2.56 -1.54 -3.79 -0.627
C 0.37 0.06 2.77 -0.207
C 0.47 0.61 0.35 0.126
C -1.60 -2.55 -3.15 -0.617
C 1.52 2.13 1.74 -0.103
C -0.37 -1.50 1.13 -0.226
C -0.07 -1.21 2.45 -0.224
C -0.17 -0.56 0.08 -0.238
C 0.68 0.99 1.69 -0.067
C 2.26 2.66 2.87 -0.620
C 1.60 2.62 0.44 -0.029
H -0.83 -2.43 0.92 0.212
H -0.87 -2.28 -2.42 0.206
H 0.69 0.51 3.73 0.212
H 2.19 3.41 0.13 0.209
H -2.80 -1.86 -4.83 0.207
H -0.89 -2.94 -3.98 0.200
H 2.18 1.96 3.68 0.215
H -3.59 -1.39 -3.36 0.215
H -0.52 -0.70 -0.92 0.211
H -0.35 -2.02 3.25 0.217
H 1.88 3.64 3.12 0.222
H 3.41 2.71 2.53 0.213
H -2.02 -3.35 -2.63 0.209
H 0.65 1.92 -1.35 0.407
H -2.08 -0.66 -4.09 0.208

Arrangement ii

27
Properties=species:S:1:pos:R:3:nbo_charge:R:1 method="wB97M-V/def2-TZVPD" smiles=Cc1c[nH]c2ccccc12.CC homo_lumo_gap_ev=9.01
N -0.94 1.45 2.06 -0.554
C 1.29 -1.27 1.18 -0.190
C -0.59 0.34 1.34 0.139
C -1.02 -0.03 0.06 -0.213
C -1.36 0.49 -3.58 -0.612
C -0.33 -1.01 -0.61 -0.216
C 0.53 -0.31 1.91 -0.097
C -0.02 1.47 3.19 -0.065
C 1.91 0.05 4.08 -0.636
C -0.73 -0.28 -4.79 -0.615
C 0.80 -1.64 -0.06 -0.236
C 0.82 0.43 3.11 -0.054
H -0.70 1.33 -3.40 0.215
H 2.17 -1.64 1.70 0.212
H -1.38 -0.34 -2.89 0.198
H 1.64 0.42 5.06 0.225
H 0.05 -1.00 -4.60 0.206
H -0.54 -1.08 -1.68 0.205
H -0.41 0.51 -5.49 0.198
H -2.39 0.74 -3.81 0.208
H -1.48 -0.72 -5.46 0.204
H 2.20 -0.98 3.99 0.223
H 2.72 0.75 3.78 0.221
H 1.39 -2.32 -0.65 0.210
H -1.89 1.69 2.30 0.402
H 0.03 2.40 3.73 0.210
H -1.79 0.54 -0.43 0.212

Arrangement iii

27
Properties=species:S:1:pos:R:3:nbo_charge:R:1 method="wB97M-V/def2-TZVPD" smiles=Cc1c[nH]c2ccccc12.CC homo_lumo_gap_ev=8.73
N 1.21 0.68 0.74 -0.530
C -0.05 -0.62 2.05 -0.079
C -0.08 0.98 0.38 0.143
C 1.20 -0.87 -2.07 -0.611
C -0.60 1.73 -0.67 -0.235
C -2.28 0.36 1.12 -0.191
C -0.59 -1.60 3.03 -0.629
C -1.97 1.75 -0.83 -0.222
C -2.81 1.09 0.06 -0.240
C 2.38 -0.26 -2.85 -0.612
C -0.91 0.19 1.22 -0.095
C 1.22 -0.25 1.74 -0.039
H 1.42 -0.93 -1.01 0.205
H -0.85 -2.52 2.50 0.217
H 0.06 -1.86 3.86 0.219
H 3.24 -0.91 -2.80 0.207
H 1.04 -1.87 -2.47 0.201
H 0.09 2.17 -1.38 0.210
H 2.08 -0.03 -3.88 0.206
H -2.96 -0.20 1.75 0.207
H 2.04 0.95 0.24 0.410
H 2.56 0.78 -2.52 0.189
H 0.28 -0.32 -2.26 0.211
H 2.10 -0.55 2.29 0.214
H -2.37 2.23 -1.72 0.213
H -1.56 -1.27 3.41 0.215
H -3.90 1.14 0.06 0.214

Arrangement iv

27
Properties=species:S:1:pos:R:3:nbo_charge:R:1 method="wB97M-V/def2-TZVPD" smiles=Cc1c[nH]c2ccccc12.CC homo_lumo_gap_ev=8.65
N 1.16 -0.94 -1.83 -0.530
C 1.70 0.69 1.45 -0.217
C -1.31 3.23 0.64 -0.601
C 1.14 -0.50 -0.52 0.143
C 0.28 -1.40 0.19 -0.092
C -1.14 -3.48 -0.36 -0.628
C 0.16 -1.18 1.56 -0.199
C 0.39 -2.05 -1.94 -0.029
C -1.19 2.95 -0.87 -0.613
C -0.24 -2.35 -0.76 -0.082
C 1.90 0.48 0.09 -0.251
C 0.99 -0.25 2.20 -0.235
H -2.13 -3.09 -0.13 0.218
H -0.31 3.56 0.91 0.201
H -1.15 3.92 -1.36 0.199
H 0.47 -2.74 -2.77 0.211
H 1.59 -0.48 -2.60 0.410
H -0.69 -3.98 0.50 0.217
H -0.58 -1.74 2.13 0.210
H 2.23 1.42 2.05 0.213
H 0.95 -0.13 3.27 0.209
H -1.26 -4.22 -1.16 0.216
H 2.61 1.06 -0.49 0.214
H -1.82 2.25 -1.40 0.208
H -0.17 2.55 -0.90 0.202
H -1.57 2.37 1.24 0.209
H -2.01 4.04 0.85 0.195

Stability ranking, top entry: arrangement iii; the second entry is 5.9 kcal/mol less favorable.

Arrangement i

27
Properties=species:S:1:pos:R:3:nbo_charge:R:1 method="wB97M-V/def2-TZVPD" smiles=Cc1c[nH]c2ccccc12.CC homo_lumo_gap_ev=8.83
N 1.75 -2.42 -0.22 -0.558
C 2.19 0.02 0.25 -0.257
C 1.62 1.25 0.10 -0.214
C -1.61 3.57 1.82 -0.607
C 0.35 1.45 -0.51 -0.247
C 0.12 -0.95 -0.69 -0.133
C -1.60 -2.63 -1.78 -0.628
C -0.38 0.36 -0.91 -0.172
C 0.68 -3.10 -0.79 -0.034
C 1.38 -1.06 -0.12 0.207
C -2.65 4.05 2.86 -0.602
C -0.32 -2.24 -1.10 -0.078
H 3.14 -0.08 0.73 0.216
H -3.41 3.27 2.94 0.199
H -0.15 2.39 -0.67 0.217
H -2.09 -1.86 -2.37 0.218
H -1.36 0.55 -1.33 0.207
H -1.27 2.57 2.04 0.213
H -2.12 3.50 0.85 0.193
H 0.82 -4.13 -1.08 0.206
H 2.27 2.09 0.32 0.209
H -0.85 4.34 1.67 0.202
H 2.39 -2.91 0.38 0.405
H -3.10 5.00 2.60 0.202
H -2.35 -2.90 -1.03 0.215
H -2.15 4.11 3.83 0.198
H -1.46 -3.53 -2.39 0.218

Arrangement ii

27
Properties=species:S:1:pos:R:3:nbo_charge:R:1 method="wB97M-V/def2-TZVPD" smiles=Cc1c[nH]c2ccccc12.CC homo_lumo_gap_ev=8.97
N 0.83 1.40 0.31 -0.581
C 2.06 -1.77 -1.10 -0.218
C 0.95 -2.16 -1.82 -0.226
C 1.00 0.17 -0.40 0.139
C 2.07 -0.70 -0.25 -0.220
C -1.11 0.86 -0.75 -0.075
C -0.21 -1.35 -1.83 -0.204
C -0.06 -0.12 3.31 -0.610
C -1.26 0.80 3.01 -0.610
C -0.12 -0.13 -1.17 -0.097
C -0.48 1.73 0.07 -0.015
C -2.54 0.79 -1.14 -0.640
H -0.94 2.57 0.56 0.205
H -1.73 0.44 2.09 0.207
H 2.98 -2.38 -1.15 0.209
H -1.00 -1.72 -2.47 0.217
H 0.65 0.34 4.03 0.199
H 2.96 -0.57 0.38 0.223
H -2.87 -0.23 -0.92 0.224
H -3.06 1.69 -0.82 0.227
H -0.42 -1.10 3.65 0.203
H 1.56 2.07 0.08 0.402
H 0.48 -0.18 2.38 0.215
H -2.67 0.81 -2.24 0.217
H -0.93 1.80 2.70 0.192
H 0.75 -3.17 -2.14 0.214
H -1.95 1.09 3.79 0.204

Stability ranking, top entry: arrangement i; the second entry is 18.5 kcal/mol less favorable.

Arrangement i

7
Properties=species:S:1:pos:R:3:nbo_charge:R:1 method="wB97M-V/def2-TZVPD" smiles=CN homo_lumo_gap_ev=10.19
N -0.37 -0.05 -0.61 -0.845
C 0.27 -0.05 0.64 -0.409
H 1.37 -0.32 0.17 0.187
H 0.29 0.95 1.16 0.178
H -0.84 0.92 -0.80 0.356
H -0.21 -0.79 1.42 0.182
H 0.40 -0.17 -1.49 0.351

Arrangement ii

7
Properties=species:S:1:pos:R:3:nbo_charge:R:1 method="wB97M-V/def2-TZVPD" smiles=CN homo_lumo_gap_ev=10.07
N -0.88 0.29 -0.10 -0.865
C 0.45 -0.34 0.16 -0.409
H -1.12 0.96 0.58 0.363
H 1.23 0.18 -0.64 0.157
H 0.63 -1.36 -0.12 0.186
H -1.01 0.64 -1.10 0.366
H 0.70 -0.36 1.22 0.201

Stability ranking, top entry: arrangement ii; the second entry is 18.1 kcal/mol less favorable.

Arrangement i

9
Properties=species:S:1:pos:R:3:nbo_charge:R:1 method="wB97M-V/def2-TZVPD" homo_lumo_gap_ev="11.56 / 5.76"
F -0.15 -2.43 -0.13 -0.159
N 1.32 2.10 -0.44 -0.164
N 1.56 -1.51 0.09 -0.140
C 1.56 -0.35 0.11 0.255
C 1.25 1.03 0.04 0.161
C -1.36 0.35 0.03 -0.498
H -1.79 1.21 -0.46 0.193
H -1.38 -0.63 -0.32 0.181
H -1.01 0.22 1.08 0.170

Arrangement ii

9
Properties=species:S:1:pos:R:3:nbo_charge:R:1 method="wB97M-V/def2-TZVPD" smiles="[H]/N=C/N(F)C#C" homo_lumo_gap_ev=10.03
F 1.45 -1.50 0.12 -0.220
N 0.48 -0.46 0.24 -0.070
N -1.82 -0.24 0.08 -0.678
C -0.77 -0.93 -0.09 0.272
C 0.95 0.77 0.15 0.117
C 1.44 1.86 0.20 -0.207
H 1.63 2.85 -0.06 0.236
H -0.61 -1.90 -0.45 0.169
H -2.74 -0.45 -0.19 0.380

Stability ranking, top entry: arrangement ii; the second entry is 51.2 kcal/mol less favorable.